{"formula": "C18H58N8O18", "method": "wB97M-V/def2-TZVPD", "elements": ["N", "C", "N", "O", "H", "H", "H", "H", "N", "C", "N", "O", "H", "H", "H", "H", "N", "C", "N", "O", "H", "H", "H", "H", "N", "C", "N", "O", "H", "H", "H", "H", "O", "C", "C", "O", "H", "H", "H", "H", "H", "H", "O", "C", "C", "O", "H", "H", "H", "H", "H", "H", "O", "C", "C", "O", "H", "H", "H", "H", "H", "H", "O", "C", "C", "O", "H", "H", "H", "H", "H", "H", "O", "C", "C", "O", "H", "H", "H", "H", "H", "H", "O", "C", "C", "O", "H", "H", "H", "H", "H", "H", "O", "C", "C", "O", "H", "H", "H", "H", "H", "H"], "positions_angstrom": [[-20.247, -8.638, -6.098], [-19.968, -8.998, -4.805], [-20.476, -8.154, -3.868], [-19.172, -9.918, -4.578], [-20.924, -7.915, -6.227], [-19.693, -9.051, -6.823], [-20.164, -8.304, -2.924], [-21.015, -7.356, -4.129], [-21.694, -13.578, -1.855], [-21.371, -12.561, -2.681], [-20.067, -12.161, -2.657], [-22.197, -11.994, -3.417], [-22.675, -13.832, -1.888], [-21.010, -14.200, -1.465], [-19.361, -12.753, -2.254], [-19.800, -11.419, -3.282], [-22.282, -15.769, -2.014], [-21.237, -15.712, -2.871], [-20.063, -15.304, -2.305], [-21.355, -15.915, -4.082], [-23.151, -16.080, -2.412], [-22.236, -15.629, -1.025], [-19.930, -15.335, -1.292], [-19.273, -15.278, -2.927], [-23.895, -10.435, -0.502], [-24.641, -10.986, 0.497], [-25.488, -10.104, 1.079], [-24.442, -12.145, 0.875], [-23.942, -9.450, -0.668], [-23.385, -11.014, -1.146], [-26.041, -10.303, 1.893], [-25.736, -9.252, 0.616], [-20.795, -8.828, 1.211], [-20.469, -10.070, 0.626], [-21.128, -11.223, 1.352], [-20.494, -11.330, 2.642], [-20.418, -8.783, 2.097], [-20.908, -10.035, -0.374], [-19.394, -10.263, 0.575], [-21.102, -12.086, 0.678], [-22.186, -11.004, 1.515], [-21.203, -11.573, 3.245], [-22.584, -13.281, -8.336], [-21.762, -13.979, -7.400], [-22.527, -14.549, -6.224], [-23.225, -13.534, -5.492], [-22.729, -12.373, -8.038], [-21.255, -14.720, -8.017], [-20.970, -13.314, -7.034], [-21.935, -15.283, -5.669], [-23.374, -15.120, -6.621], [-22.598, -13.198, -4.824], [-19.952, -15.403, 0.545], [-20.862, -15.277, 1.634], [-21.850, -14.101, 1.491], [-23.057, -14.493, 0.894], [-19.074, -15.494, 0.961], [-21.458, -16.185, 1.758], [-20.340, -15.060, 2.568], [-21.408, -13.244, 0.969], [-21.954, -13.789, 2.541], [-23.536, -13.644, 0.764], [-24.580, -14.256, -3.016], [-24.772, -15.652, -3.201], [-25.338, -16.296, -1.966], [-26.765, -16.258, -1.859], [-24.384, -13.882, -3.890], [-25.496, -15.804, -4.012], [-23.824, -16.120, -3.490], [-24.866, -15.833, -1.091], [-25.133, -17.360, -1.816], [-26.979, -15.318, -1.941], [-18.011, -13.302, -0.654], [-18.143, -12.993, 0.710], [-17.111, -13.772, 1.552], [-17.540, -15.141, 1.685], [-18.095, -14.260, -0.743], [-18.033, -11.933, 0.915], [-19.138, -13.279, 1.071], [-16.990, -13.391, 2.571], [-16.131, -13.761, 1.063], [-16.885, -15.536, 2.268], [-16.989, -10.494, -2.680], [-15.987, -10.928, -3.601], [-16.455, -12.092, -4.448], [-17.190, -11.667, -5.588], [-17.691, -10.070, -3.196], [-15.701, -10.079, -4.231], [-15.130, -11.172, -2.970], [-17.116, -12.671, -3.787], [-15.678, -12.769, -4.801], [-17.992, -11.226, -5.264], [-23.281, -10.829, -6.702], [-24.323, -9.903, -6.359], [-24.042, -9.152, -5.065], [-24.208, -9.951, -3.937], [-23.511, -11.679, -6.292], [-24.294, -9.162, -7.167], [-25.270, -10.440, -6.415], [-24.724, -8.295, -5.107], [-23.025, -8.739, -5.093], [-23.440, -10.519, -3.787]], "forces_ev_per_angstrom": [[-0.129, -0.302, 1.338], [1.034, 0.753, -1.465], [0.278, -1.118, 0.274], [-0.598, 0.218, 0.720], [0.021, 0.057, -0.709], [-0.299, -0.035, -0.221], [-0.274, 0.174, 0.064], [-0.077, 0.226, 0.173], [-1.835, 3.958, 0.380], [1.202, 0.033, 0.552], [-0.448, -0.104, -0.102], [-0.422, 0.261, 0.126], [0.380, 0.345, -0.012], [-0.437, 1.567, 0.085], [0.133, 0.251, 0.268], [0.114, -0.054, -0.213], [0.193, -2.876, -0.121], [-0.150, -0.770, -0.445], [1.565, -1.376, -0.394], [0.335, -0.231, 1.295], [0.871, -0.069, 0.834], [0.069, -0.114, 0.370], [0.235, -0.643, -0.370], [0.063, -0.138, 0.067], [-0.244, 0.064, 0.128], [1.272, -0.490, -0.205], [-0.593, 0.369, 0.401], [-0.693, 0.569, 0.103], [0.010, 0.067, -0.319], [-0.049, -0.165, -0.052], [0.204, -0.542, -0.050], [0.093, 0.061, -0.191], [0.233, 0.444, 0.097], [-0.859, -0.270, 0.094], [0.084, 1.713, -0.117], [-0.315, -0.655, -0.640], [0.004, -0.155, -0.030], [0.333, -0.051, -0.113], [0.059, 0.243, -0.147], [0.746, 1.055, 0.302], [0.039, 0.027, -0.189], [0.232, -0.059, 0.204], [-0.057, 0.084, 0.134], [0.135, 0.802, -0.276], [-1.314, -0.940, -1.776], [1.020, 0.032, 0.708], [-0.005, -0.103, 0.053], [-0.079, -0.474, 0.398], [0.014, 0.076, 0.086], [-0.163, 0.964, 0.147], [0.212, -0.195, -0.336], [-0.302, 0.415, 0.060], [0.008, -0.234, 0.269], [-1.008, 0.842, -0.037], [0.860, -0.966, 0.482], [0.059, 0.346, -0.168], [-0.062, -0.148, -0.244], [0.138, -0.097, -0.008], [0.424, -0.332, -0.121], [-0.277, -1.896, 0.306], [-0.657, 0.218, -0.042], [-0.287, -0.467, -0.103], [-0.193, -0.275, 0.410], [-0.938, -0.042, -1.139], [-0.356, -0.547, 1.319], [0.478, 0.986, -0.299], [0.175, 0.063, -0.047], [0.212, -0.188, -0.049], [-0.887, -0.108, -1.061], [-0.157, 0.297, 0.105], [0.400, 0.036, -0.733], [-0.321, -0.217, 0.104], [0.086, 0.036, -0.459], [0.292, -0.860, 1.406], [-0.184, 0.313, -0.035], [0.339, 0.162, -0.041], [0.046, 0.124, 0.082], [0.235, 0.098, -0.515], [0.134, 0.174, 0.014], [-0.207, 0.423, -0.216], [-0.113, 0.167, -0.092], [-0.222, -0.456, -0.084], [-0.191, 0.055, -0.222], [0.308, 0.463, 0.415], [-0.746, -0.124, 0.102], [-0.010, -0.046, 0.146], [0.000, -0.092, 0.044], [0.111, -0.165, -0.180], [0.018, -0.239, -0.149], [0.125, -0.197, -0.015], [0.252, 0.284, 0.013], [0.127, 0.023, -0.259], [-0.306, -0.069, 0.362], [1.199, 0.034, -0.972], [-0.019, -0.380, -0.924], [-0.516, 0.250, 0.775], [0.252, -0.116, 0.137], [-0.244, 0.009, 0.013], [-0.231, 0.325, 0.467], [-0.168, -0.111, 0.728], [0.002, -0.075, -0.223], [0.183, -0.180, -0.230]], "lumo_ev": 0.15, "relative_energy_kj_mol": 215.9, "gap_ev": 9.2, "smiles": "NC(N)=O.NC(N)=O.NC(N)=O.NC(N)=O.OCCO.OCCO.OCCO.OCCO.OCCO.OCCO.OCCO", "total_charge": 0, "homo_ev": -9.043, "total_energy_ha": -2512.9866, "spin_multiplicity": 1}